1.
DFT (ωB97M-V/def2-TZVPD) results for C30H36N4O8RuS2 as an isolated structure.

Each line ends with the Mulliken charge.
CARTESIAN COORDINATES (ANGSTROEM)
Ru1 2.919 0.909 -1.967  0.316
C1 5.808 -0.947 -3.278  -0.779
O1 5.088 -0.579 -2.121  -0.178
C2 4.522 -1.690 -1.448  -0.673
C3 3.308 -2.259 -2.143  -0.618
O2 2.244 -1.334 -2.028  0.374
C4 1.243 -1.483 -3.041  -0.405
C5 1.694 -0.777 -4.292  -0.556
O3 1.786 0.580 -3.941  0.694
C6 2.280 1.400 -4.986  -0.966
H1 6.609 -1.650 -3.024  0.317
H2 6.242 -0.036 -3.684  0.234
H3 5.169 -1.400 -4.043  0.278
H4 4.254 -1.324 -0.456  0.154
H5 5.265 -2.493 -1.342  0.475
H6 3.023 -3.197 -1.654  0.265
H7 3.516 -2.479 -3.195  0.433
H8 0.352 -0.999 -2.638  -0.314
H9 1.035 -2.541 -3.222  0.495
H10 0.951 -0.919 -5.085  0.539
H11 2.667 -1.143 -4.651  0.286
H12 1.727 1.194 -5.905  0.295
H13 3.351 1.220 -5.140  0.169
H14 2.118 2.429 -4.679  0.212
O4 4.020 1.999 -1.366  -0.757
N1 -4.483 1.535 2.185  -0.377
C7 -3.876 1.637 0.951  0.764
C8 -4.239 2.639 0.046  -0.730
C9 -3.633 2.711 -1.201  -0.566
C10 -2.667 1.784 -1.558  -0.252
C11 -2.282 0.800 -0.654  -0.661
C12 -2.880 0.726 0.587  -0.312
S1 -1.907 1.824 -3.154  1.191
O5 -2.381 3.029 -3.810  -0.716
O6 -2.216 0.574 -3.810  -0.788
N2 -0.355 1.826 -2.875  -0.037
C13 0.305 2.911 -2.463  0.063
S2 -0.343 4.555 -2.366  -0.119
C14 1.208 5.127 -1.853  -0.209
C15 2.087 4.108 -1.810  -1.246
N3 1.593 2.877 -2.151  0.532
H15 -5.166 2.205 2.476  0.150
H16 -4.188 0.832 2.838  0.126
H17 -4.998 3.362 0.324  0.267
H18 -3.905 3.483 -1.908  0.501
H19 -1.501 0.095 -0.906  0.510
H20 -2.566 -0.039 1.289  0.313
H21 1.378 6.162 -1.605  0.399
H22 3.122 4.171 -1.507  0.405
C16 -4.495 -4.214 3.273  -1.632
C17 -3.731 -2.964 3.624  1.186
C18 -4.302 -2.032 4.484  -0.847
C19 -3.619 -0.867 4.798  -1.024
C20 -2.370 -0.621 4.255  -0.681
C21 -1.770 -1.556 3.403  0.014
N4 -0.538 -1.336 2.786  -0.204
C22 0.392 -0.362 3.138  0.271
C23 0.651 -0.044 4.476  -0.309
C24 1.590 0.917 4.807  -0.522
C25 2.299 1.579 3.813  -0.852
C26 2.071 1.242 2.490  -0.783
C27 1.141 0.273 2.128  0.158
C28 1.012 -0.062 0.646  0.921
O7 0.219 -0.965 0.281  -0.961
O8 1.735 0.624 -0.110  -0.202
C29 -2.459 -2.743 3.091  0.919
C30 -1.835 -3.747 2.160  -1.899
H23 -5.504 -4.176 3.682  0.387
H24 -4.005 -5.107 3.672  0.337
H25 -4.570 -4.345 2.192  0.325
H26 -5.288 -2.216 4.895  0.319
H27 -4.070 -0.132 5.454  0.412
H28 -1.864 0.309 4.465  0.594
H29 -0.496 -1.489 1.765  0.423
H30 0.119 -0.569 5.258  0.566
H31 1.769 1.145 5.851  0.365
H32 3.024 2.342 4.067  0.419
H33 2.616 1.723 1.687  0.528
H34 -0.753 -3.631 2.132  0.446
H35 -2.200 -3.621 1.137  0.331
H36 -2.066 -4.768 2.468  0.493

Properties
energy above the lowest of the compared OMol25 structures with the same formula, charge and spin: 137.1 kJ/mol
LUMO level (alpha / beta): 2.286 / 2.287 eV
2S+1: 2
HOMO (alpha / beta): -0.1624 / -0.1553 Eh
⟨S²⟩: 0.769
total energy: -78286.284 eV
gap between HOMO and LUMO (alpha / beta): 6.70 / 6.51 eV
net charge: -1

---

2.
DFT (ωB97M-V/def2-TZVPD) results for C30H37Cl2N4O3ReS2Si2 as an isolated structure.

Each line ends with the Mulliken charge.
CARTESIAN COORDINATES (ANGSTROEM)
Re1 -1.104 0.516 -0.847  0.360
C1 -3.038 -2.462 1.794  -1.718
C2 -2.767 -1.660 0.555  0.937
N1 -1.701 -0.912 0.566  1.080
N2 -1.005 -0.825 1.780  -0.760
C3 -0.118 -1.737 2.040  0.041
S1 0.370 -3.080 1.137  -0.425
S2 0.456 -1.440 3.722  -0.210
C4 2.131 -2.122 3.697  -1.049
C5 3.156 -1.127 3.226  0.387
C6 4.070 -0.574 4.115  -0.548
C7 4.994 0.372 3.688  -0.605
C8 5.014 0.770 2.360  -0.658
C9 4.107 0.217 1.463  -0.385
C10 3.184 -0.721 1.892  0.613
C11 -3.685 -1.732 -0.597  0.696
C12 -4.920 -2.393 -0.463  -1.178
C13 -5.801 -2.559 -1.509  -1.008
C14 -5.460 -2.072 -2.770  -0.493
C15 -4.271 -1.405 -2.943  -0.416
C16 -3.383 -1.191 -1.871  0.334
O1 -2.317 -0.473 -2.133  -0.616
H1 -2.199 -3.141 1.955  0.229
H2 -3.944 -3.048 1.740  0.501
H3 -3.078 -1.790 2.653  0.318
H4 2.094 -3.003 3.054  0.389
H5 2.343 -2.441 4.718  0.503
H6 4.051 -0.879 5.156  0.329
H7 5.694 0.800 4.396  0.362
H8 5.727 1.512 2.022  0.408
H9 4.111 0.525 0.426  0.556
H10 2.471 -1.140 1.190  -0.223
H11 -5.212 -2.783 0.499  0.273
H12 -6.740 -3.069 -1.348  0.385
H13 -6.127 -2.212 -3.611  0.416
H14 -3.976 -1.011 -3.908  0.489
C17 1.115 2.452 3.011  -0.790
Si1 -0.256 2.601 1.745  0.183
C18 -0.546 4.402 1.269  -1.198
C19 -1.826 2.049 2.608  -0.843
N3 0.107 1.660 0.315  0.566
C20 1.341 1.769 -0.331  0.790
C21 2.269 2.795 -0.146  -0.428
C22 3.448 2.838 -0.877  -1.175
C23 3.718 1.854 -1.814  -1.365
C24 2.808 0.823 -2.016  -0.630
C25 1.625 0.758 -1.284  1.089
N4 0.627 -0.220 -1.442  0.690
Si2 0.872 -1.644 -2.467  0.076
C26 -0.538 -2.864 -2.360  -0.763
C27 2.440 -2.534 -1.959  -1.064
C28 0.950 -1.093 -4.263  -1.213
H15 0.827 2.980 3.925  0.424
H16 2.079 2.841 2.682  0.316
H17 1.248 1.396 3.260  -0.019
H18 -1.407 4.467 0.598  0.240
H19 0.300 4.863 0.758  0.363
H20 -0.770 4.997 2.159  0.385
H21 -2.116 2.847 3.300  0.456
H22 -1.642 1.136 3.172  0.200
H23 -2.681 1.867 1.955  0.149
H24 2.062 3.583 0.564  0.238
H25 4.147 3.650 -0.719  0.341
H26 4.628 1.887 -2.401  0.340
H27 3.018 0.079 -2.770  0.215
H28 -0.936 -2.947 -1.349  0.074
H29 -0.145 -3.847 -2.636  0.544
H30 -1.341 -2.610 -3.052  0.122
H31 2.308 -2.935 -0.951  0.176
H32 3.334 -1.912 -1.961  0.343
H33 2.609 -3.374 -2.640  0.422
H34 0.059 -0.503 -4.493  0.290
H35 0.955 -1.968 -4.920  0.391
H36 1.819 -0.482 -4.507  0.352
Cl1 -3.269 1.963 -0.581  -0.142
C29 -3.355 2.282 -2.364  0.515
Cl2 -4.336 3.712 -2.633  -0.165
C30 -1.942 2.398 -3.012  0.485
O2 -1.908 2.901 -4.111  -0.664
O3 -0.950 1.954 -2.329  -0.606
H37 -3.874 1.421 -2.776  -0.025

Properties
energy above the lowest of the compared OMol25 structures with the same formula, charge and spin: 0.0 kJ/mol
LUMO level (alpha / beta): 2.432 / 1.754 eV
2S+1: 4
HOMO (alpha / beta): -0.1495 / -0.1814 Eh
⟨S²⟩: 3.768
total energy: -108421.583 eV
gap between HOMO and LUMO (alpha / beta): 6.50 / 6.69 eV
net charge: -1

---

3.
DFT (ωB97M-V/def2-TZVPD) results for one molecule with the formula C30H37N5O6.

Each line ends with the natural charge from an NBO analysis.
CARTESIAN COORDINATES (ANGSTROEM)
C1 3.722 1.834 4.321  -0.614
H1 2.898 2.392 3.882  0.208
H2 4.003 2.315 5.255  0.212
H3 3.380 0.830 4.554  0.208
C2 4.918 1.797 3.372  -0.212
C3 6.037 0.942 3.963  -0.613
H4 6.411 1.396 4.877  0.211
H5 5.672 -0.053 4.206  0.208
H6 6.864 0.850 3.262  0.208
C4 4.531 1.342 1.957  -0.395
H7 3.679 1.928 1.608  0.217
C5 4.177 -0.141 1.805  -0.154
N1 3.898 -0.432 0.414  -0.607
C6 4.485 -1.430 -0.259  0.630
O1 5.438 -2.088 0.131  -0.643
C7 3.884 -1.732 -1.580  0.090
C8 2.752 -1.362 -2.293  -0.018
N2 2.676 -2.110 -3.436  -0.476
C9 3.715 -2.898 -3.428  0.195
N3 4.470 -2.711 -2.329  -0.494
H8 5.313 -3.183 -2.032  0.450
H9 3.944 -3.609 -4.197  0.206
C10 1.706 -0.372 -1.994  0.672
O2 1.778 0.423 -1.064  -0.636
N4 0.676 -0.458 -2.865  -0.585
C11 -0.552 0.199 -2.836  0.151
C12 -1.531 -0.209 -3.740  -0.230
C13 -2.784 0.370 -3.718  -0.210
C14 -3.084 1.371 -2.803  -0.062
C15 -2.098 1.787 -1.918  -0.141
C16 -0.841 1.215 -1.929  -0.243
H10 -0.089 1.538 -1.231  0.254
H11 -2.327 2.563 -1.203  0.222
C17 -4.473 1.948 -2.701  -0.242
N5 -5.230 1.294 -1.650  -0.625
C18 -5.230 1.759 -0.375  0.897
O3 -4.782 2.828 -0.041  -0.668
O4 -5.832 0.855 0.423  -0.541
C19 -6.075 1.155 1.819  0.274
C20 -6.824 -0.073 2.338  -0.614
H12 -7.025 0.037 3.399  0.213
H13 -6.226 -0.966 2.179  0.216
H14 -7.766 -0.188 1.808  0.214
C21 -4.751 1.324 2.562  -0.648
H15 -4.191 2.153 2.138  0.240
H16 -4.944 1.529 3.612  0.214
H17 -4.161 0.413 2.483  0.210
C22 -6.942 2.407 1.952  -0.645
H18 -7.850 2.297 1.363  0.212
H19 -6.399 3.279 1.600  0.242
H20 -7.213 2.555 2.994  0.213
H21 -5.512 0.337 -1.789  0.401
H22 -4.424 3.005 -2.433  0.237
H23 -5.017 1.832 -3.642  0.203
H24 -3.537 0.039 -4.419  0.210
H25 -1.306 -0.991 -4.452  0.209
H26 0.804 -1.164 -3.584  0.432
H27 3.092 0.045 -0.007  0.452
C23 2.909 -0.545 2.559  0.810
O5 2.839 -1.450 3.350  -0.596
O6 1.883 0.196 2.153  -0.519
C24 0.573 -0.160 2.587  -0.093
C25 -0.220 -0.750 1.450  -0.060
C26 0.308 -1.786 0.692  -0.159
C27 -0.423 -2.332 -0.348  -0.222
C28 -1.695 -1.862 -0.628  -0.220
C29 -2.227 -0.831 0.127  -0.198
C30 -1.487 -0.269 1.151  -0.211
H28 -1.895 0.550 1.724  0.212
H29 -3.217 -0.457 -0.087  0.215
H30 -2.268 -2.296 -1.434  0.215
H31 0.000 -3.133 -0.938  0.212
H32 1.294 -2.168 0.916  0.208
H33 0.661 -0.884 3.408  0.223
H34 0.101 0.755 2.954  0.196
H35 5.000 -0.788 2.121  0.253
H36 5.371 1.537 1.286  0.217
H37 5.291 2.823 3.268  0.200

Properties
energy above the lowest of the compared OMol25 structures with the same formula, charge and spin: 15.9 kJ/mol
LUMO level: 0.288 eV
SMILES string: CC(C)C[C@H](NC(=O)c1[nH]cnc1C(=O)Nc1ccc(CNC(=O)OC(C)(C)C)cc1)C(=O)OCc1ccccc1
2S+1: 1
HOMO: -0.3102 Eh
total energy: -51450.070 eV
gap between HOMO and LUMO: 8.73 eV